Entry 1:
The following is a quantum chemistry calculation of an isolated ion of composition C2H4NO2 and charge -1, from OMol25.

LUMO   0.1563 hartree
HOMO level   -0.067 Ha
Net charge   -1
Gap between HOMO and LUMO   6.1 eV
Energy relative to the best compared isomer or geometry (same formula, charge and spin)   122.8 kcal/mol
2S+1   1

Each line ends with the Löwdin charge.
Geometry (Å):
H 1.07 -1.26 -0.90  0.11
H -1.01 -0.73 1.91  0.05
O -0.81 -1.21 1.09  -0.09
N 0.83 0.57 0.33  -0.27
H -1.25 0.59 -0.06  0.09
H 0.46 0.36 -1.87  0.10
C -0.49 -0.01 0.24  -0.39
C 0.43 -0.23 -0.89  -0.16
O 0.75 1.92 0.15  -0.44

***

Entry 2:
The following is a quantum chemistry calculation of C37H39Cl2N7 as an isolated structure, from OMol25.

LUMO   0.0031 hartree
HOMO level   -0.282 Ha
Gap between HOMO and LUMO   7.8 eV
Energy relative to the best compared isomer or geometry (same formula, charge and spin)   298.8 kcal/mol
2S+1   1

Each line ends with the Löwdin charge.
Geometry (Å):
C 4.27 -13.38 0.96  -0.27
N 6.45 -14.69 6.91  0.04
H 5.89 -11.94 0.68  0.00
H 7.58 -6.35 2.67  0.11
H 3.89 -6.66 0.51  0.11
C 5.60 -15.25 7.76  -0.15
H 3.73 -8.97 1.10  0.06
C 3.88 -13.69 7.21  -0.07
C 9.63 -11.45 2.18  -0.03
C 4.64 -8.43 1.33  -0.17
C 4.47 -13.92 -1.70  -0.09
H 1.89 -8.22 3.67  0.10
C 9.03 -12.24 1.19  -0.06
C 1.09 -9.86 6.75  -0.13
H 6.77 -13.32 5.47  0.10
H -0.24 -8.31 7.39  0.11
C 7.66 -12.29 1.12  -0.05
N 7.49 -10.54 2.81  0.00
C 4.17 -8.16 6.67  -0.30
C 3.48 -14.53 -0.94  -0.14
H 5.06 -5.13 5.82  0.12
C 6.04 -13.65 6.19  -0.15
N 5.50 -8.71 8.62  0.07
C 3.46 -7.43 8.83  -0.04
C 4.43 -5.91 5.44  -0.09
C 0.99 -10.54 4.55  -0.17
H 4.04 -8.29 5.60  0.00
H 4.56 -14.30 -2.71  0.09
C 2.64 -7.62 4.17  -0.04
H 2.89 -13.27 7.32  0.10
C 5.29 -12.72 0.24  -0.21
H 4.44 -12.34 5.65  0.01
C 6.66 -8.31 2.55  -0.12
H 5.25 -11.81 3.45  0.08
H 3.06 -9.71 4.31  0.03
H 7.44 -8.90 3.03  0.07
C 4.78 -13.11 6.33  -0.11
C 3.70 -10.57 4.46  -0.57
H 5.86 -11.40 1.94  0.00
C 4.29 -14.76 7.98  -0.06
C -0.40 -8.82 5.28  -0.07
C 4.64 -10.92 3.28  -0.51
H 6.13 -12.61 -1.77  0.11
H 1.18 -6.59 5.32  0.11
Cl 3.76 -11.16 1.72  0.85
H 2.83 -15.28 -1.36  0.09
H 7.24 -13.04 0.48  0.10
H 9.61 -13.02 0.73  0.11
C 4.73 -7.08 1.05  -0.06
C 5.31 -8.71 7.27  -0.34
H 3.61 -15.16 8.71  0.10
C 5.36 -13.01 -1.12  -0.06
C 0.11 -8.91 6.56  -0.08
C 6.77 -6.95 2.29  -0.06
C 0.06 -9.59 4.16  -0.05
H 6.10 -9.15 6.69  0.06
H 2.37 -7.07 6.94  0.06
C 3.23 -7.49 7.44  -0.09
H 5.86 -5.28 1.28  0.11
H 4.27 -8.46 3.18  0.06
C 3.98 -7.69 3.88  -0.14
H 1.37 -10.09 7.77  0.12
N 1.58 -10.63 5.76  0.04
H -0.25 -9.55 3.13  0.11
C 2.24 -6.69 5.16  -0.14
C 6.94 -11.37 1.90  -0.15
N 3.40 -14.29 0.43  0.06
H 5.99 -16.14 8.23  0.10
N 5.64 -9.02 2.03  -0.05
H 2.74 -6.93 9.46  0.09
C 5.78 -6.33 1.51  -0.06
Cl 4.69 -10.13 5.80  0.98
H 1.41 -11.23 3.83  0.10
H 9.20 -10.02 3.81  0.11
H 5.95 -7.00 4.27  0.09
N 3.10 -5.80 5.75  0.05
H 5.30 -10.07 3.13  -0.01
H -1.14 -8.05 5.14  0.10
H 10.71 -11.54 2.24  0.10
H 3.10 -11.42 4.78  0.04
C 4.58 -8.09 9.38  -0.16
H 4.14 -13.17 2.01  0.04
C 8.82 -10.56 2.96  -0.09
H 4.73 -8.03 10.44  0.09
C 4.91 -6.85 4.50  -0.05

***

Entry 3:
The following is a quantum chemistry calculation of a single C2H3N3O2S molecule, from OMol25.

LUMO   0.0038 hartree
HOMO level   -0.349 Ha
Gap between HOMO and LUMO   9.6 eV
Energy relative to the best compared isomer or geometry (same formula, charge and spin)   87.2 kcal/mol
2S+1   1

Each line ends with the Löwdin charge.
Geometry (Å):
S -2.83 -0.15 0.12  0.76
O -0.70 -1.70 -0.27  -0.05
N -0.12 0.31 -0.29  -0.14
H 0.52 2.10 -0.79  0.16
H 1.18 -2.45 0.40  0.17
C -1.26 -0.39 -0.13  -0.86
N 0.76 -1.60 0.04  0.16
H -0.47 2.21 0.97  0.22
O 2.20 0.31 0.22  0.01
C 1.12 -0.34 -0.08  -0.43
N -0.40 1.72 -0.19  0.01

***

Entry 4:
The following is a quantum chemistry calculation of C3H8NOP as an isolated structure, from OMol25.

LUMO   0.0002 hartree
HOMO level   -0.311 Ha
Gap between HOMO and LUMO   8.5 eV
Energy relative to the best compared isomer or geometry (same formula, charge and spin)   28.1 kcal/mol
2S+1   1

Each line ends with the Löwdin charge.
Geometry (Å):
H 1.31 -0.92 -1.61  0.07
H 1.88 0.73 0.69  0.08
P -1.66 -0.45 -0.46  1.03
N -2.19 1.01 0.03  -0.26
O -0.32 -1.07 1.30  -0.20
H -1.60 1.82 0.17  0.04
H 0.48 -2.33 -0.90  0.07
H 0.35 1.43 1.16  0.07
C 0.20 -0.51 0.21  -0.91
H 0.84 1.42 -0.56  0.08
C 0.85 0.86 0.38  -0.09
C 1.04 -1.42 -0.68  -0.10
H -3.12 1.12 0.42  0.04
H 1.94 -1.70 -0.15  0.08

***

Entry 5:
The following is a quantum chemistry calculation of a single C25H27FN2O2 molecule, from OMol25.

LUMO   0.0294 hartree
HOMO level   -0.248 Ha
Gap between HOMO and LUMO   7.5 eV
Energy relative to the best compared isomer or geometry (same formula, charge and spin)   3.2 kcal/mol
2S+1   1

Each line ends with the Löwdin charge.
Geometry (Å):
H 2.54 1.38 -1.41  0.10
C -0.60 -2.75 2.57  -0.05
H 3.93 -0.37 -2.68  0.12
N -1.53 3.45 -1.22  0.00
H -4.38 -1.00 3.29  0.10
C 1.51 1.38 -1.73  -0.03
H -0.85 -3.19 3.53  0.12
C -0.29 0.47 -3.01  -0.04
H 1.08 3.11 -0.58  0.11
C -0.95 -3.40 1.40  -0.08
C -0.65 -2.84 0.18  -0.07
C -0.08 2.14 3.09  -0.01
H 2.78 -3.08 -1.94  0.11
H 1.06 -1.31 -4.85  0.12
C 0.39 -1.01 1.29  -0.21
C 1.41 -1.69 -3.88  -0.18
C 3.09 -0.97 -2.33  -0.17
H 0.54 3.91 2.08  0.11
C 1.04 0.39 -2.60  -0.27
O -0.78 0.09 4.11  -0.07
H -0.70 -0.26 -3.70  0.10
H -2.68 -1.51 3.41  0.07
H 1.24 -0.15 3.70  0.13
C -2.09 1.07 2.30  -0.19
H 0.59 -2.24 -3.41  0.12
C -1.12 1.47 -2.54  -0.03
H 3.30 -2.19 -4.81  0.11
H 0.28 -1.17 -0.82  0.10
H -2.17 4.75 0.24  0.13
H -0.95 -3.34 -0.74  0.10
O -3.11 0.17 2.28  -0.06
H 2.38 -3.61 -4.28  0.11
H -3.01 2.00 0.64  0.13
C -3.35 -0.65 3.40  -0.06
N 1.88 -0.60 -3.05  -0.10
C 2.64 -2.59 -4.03  -0.17
C -1.33 4.07 0.07  -0.16
H -2.15 1.50 -2.86  0.11
F 1.10 0.13 1.22  0.08
H -3.25 -0.10 4.33  0.10
C 0.33 -0.75 3.80  -0.12
H 2.98 -0.81 -1.25  0.11
H -1.47 -4.35 1.45  0.10
H 0.74 2.16 3.79  0.12
C -0.20 3.12 2.13  -0.05
C 0.67 2.38 -1.26  -0.02
C 0.07 -1.54 2.54  -0.13
H 0.43 -1.42 4.66  0.13
C -0.66 2.43 -1.64  -0.28
C -1.00 1.09 3.17  -0.21
H 4.35 -2.73 -2.67  0.11
H -2.49 3.22 -1.41  0.11
C -1.23 3.07 1.21  -0.22
C -2.18 2.07 1.32  0.05
C 3.30 -2.45 -2.66  -0.16
C 0.03 -1.64 0.11  0.02
H -0.42 4.67 0.04  0.11

***

Entry 6:
The following is a quantum chemistry calculation of a 13-piece molecular cluster, C10H46O18 overall, from OMol25.

LUMO   -0.0140 hartree
HOMO level   -0.354 Ha
Gap between HOMO and LUMO   9.3 eV
Energy relative to the best compared isomer or geometry (same formula, charge and spin)   29.6 kcal/mol
2S+1   1

Each line ends with the Löwdin charge.
Geometry (Å):
H 1.60 -2.95 -1.47  0.10
H -1.48 3.37 -4.41  0.13
H -0.68 -2.14 -3.44  0.03
H 3.28 -3.00 -3.38  0.12
H 0.66 0.31 -0.80  0.11
H -1.93 3.74 2.19  0.04
H -0.85 -2.71 -2.04  0.00
H 3.84 -3.97 -0.13  0.09
H 0.18 2.65 4.74  0.11
H -2.81 2.58 0.79  0.00
H 4.60 -3.37 -2.32  0.11
H -4.66 -2.11 -1.78  0.03
H -0.50 2.92 7.08  0.12
O -0.05 0.69 4.69  -0.07
H 0.50 -3.67 2.54  0.08
H -1.28 2.83 -1.43  0.11
O -3.63 2.20 1.14  -0.04
H 2.30 -4.95 -2.89  0.10
H 0.39 1.42 7.03  0.12
H 5.75 1.08 -2.40  0.11
H -0.93 1.15 0.81  0.09
H -3.69 2.54 2.04  0.05
O -1.27 3.65 1.49  -0.05
H 3.59 2.12 -1.69  0.12
O 4.82 -0.11 -1.10  -0.07
H 4.96 -1.04 -1.30  0.06
H 3.09 -2.03 -1.00  0.09
H -0.37 1.29 -2.94  0.10
H 4.06 2.20 -3.40  0.12
H -0.63 4.34 1.68  0.06
H -2.97 1.02 -1.83  0.02
O 2.52 0.94 -3.14  -0.07
H -1.50 -0.44 -0.80  0.03
O -0.51 -2.92 -2.92  -0.05
O -3.05 0.35 -1.14  -0.04
O -3.93 -2.44 -1.26  -0.05
H -0.07 -1.23 2.15  0.05
H -3.74 0.68 -0.55  0.06
H -3.33 0.29 2.20  -0.01
C 3.53 -3.54 -2.46  -0.25
O 0.48 -2.92 1.93  -0.03
H -3.23 -1.79 -1.38  -0.01
C 3.66 1.55 -2.62  -0.27
H -2.51 4.08 -3.09  0.13
C -1.84 3.27 -3.38  -0.21
C 4.79 0.56 -2.36  -0.25
H -1.63 0.40 7.15  0.09
C -0.52 1.91 6.67  -0.25
C -0.73 3.10 -2.34  -0.19
H 1.05 -1.07 0.29  0.10
H 0.65 1.18 1.47  0.12
H 1.80 1.58 -3.09  0.04
H -0.95 -3.76 0.62  -0.01
O -1.72 1.36 7.19  -0.06
H -2.41 -3.90 1.04  0.03
O 3.24 -4.88 -2.70  -0.05
O -1.70 -4.36 0.58  -0.06
O -2.58 2.05 -3.38  -0.09
C -0.15 0.49 1.18  -0.21
C 0.28 -0.36 -0.03  -0.19
O 2.88 -3.86 -0.13  -0.07
H -2.79 -1.10 1.94  0.02
O -0.49 -0.36 2.27  -0.08
C 2.67 -3.00 -1.26  -0.21
O -0.83 -1.10 -0.55  -0.08
H -0.16 4.00 -2.12  0.13
H -1.50 2.15 4.76  0.11
C -0.52 1.91 5.17  -0.29
O 0.15 2.09 -2.82  -0.07
H -3.45 2.23 -3.74  0.11
O -3.60 -0.63 2.14  -0.05
H 4.85 -0.10 -3.23  0.12
H -0.35 0.48 3.79  0.04
H 1.34 -2.94 1.50  0.05

***

Entry 7:
The following is a quantum chemistry calculation of C24H42Cl3N4NdO3Si as an isolated structure, from OMol25.

LUMO (spin up / spin down)   0.0025 / 0.0036 hartree
HOMO level (spin up / spin down)   -0.142 / -0.142 Ha
Gap between HOMO and LUMO (spin up / spin down)   3.9 / 4.0 eV
2S+1   4

Each line ends with the Löwdin charge.
Geometry (Å):
H -2.81 -1.15 -2.39  0.09
C -1.20 3.75 -1.00  -0.03
H 4.70 -1.44 2.53  0.04
H 2.73 -0.84 3.66  0.03
C -0.01 3.19 -1.50  -0.15
N -3.60 0.23 -1.02  -0.16
H -1.40 1.44 -4.13  0.10
Si 3.35 0.35 1.60  0.35
H 2.97 0.93 3.93  0.04
C -4.70 1.15 -0.70  -0.04
C 1.33 3.49 -0.92  -0.26
N -0.96 -3.72 4.73  0.09
H 1.64 -4.52 2.94  0.08
H 0.80 1.91 -3.01  0.09
H 1.43 0.33 3.25  -0.09
H -4.55 -1.38 -1.99  0.10
H -3.35 3.96 -1.22  0.10
C -1.20 -3.14 3.53  -0.42
H 3.46 5.53 -4.07  0.05
H -4.04 -0.04 -3.05  0.09
H 1.33 4.03 0.04  0.13
H 3.72 -0.66 -3.64  0.09
H 4.78 1.94 0.35  0.04
H -3.48 2.60 -3.28  0.09
H 0.88 -0.79 -5.59  0.09
Cl 1.72 0.18 0.05  0.41
H -2.29 -1.44 2.97  -0.03
H -4.99 1.71 -1.59  0.08
H -1.15 4.36 -0.09  0.11
C 0.51 -1.04 -3.06  -0.27
H 2.98 -1.58 -2.31  0.09
H -1.59 -3.70 5.52  0.16
H 4.94 2.01 2.13  0.05
H 2.99 0.20 -2.26  0.06
C -3.76 -0.64 -2.19  -0.02
H 3.70 4.74 -0.18  0.07
H -5.57 0.57 -0.34  0.10
Nd 0.14 -1.79 0.49  1.21
C 0.75 -4.14 3.41  -0.14
C -2.68 -0.11 -0.12  -0.28
O -2.04 -1.21 -0.19  -0.25
C 3.82 4.44 -1.23  -0.03
H 3.93 -2.09 1.08  0.00
N -0.16 -3.32 2.72  -0.04
C 1.70 -0.29 -5.06  -0.03
N 1.65 -0.67 -3.65  -0.15
H 4.11 5.32 -1.82  0.07
C 2.28 3.96 -3.17  -0.23
C -2.43 3.52 -1.62  -0.12
C 2.53 0.17 3.26  -0.23
C 0.27 -4.35 4.68  -0.08
H -2.98 -2.99 2.39  0.09
H 4.20 3.91 -4.15  0.05
H 2.80 4.29 -5.15  0.05
C -0.13 2.33 -2.62  -0.06
C 3.25 4.46 -4.16  -0.21
H -2.49 0.60 0.69  0.08
C 2.91 -0.68 -2.92  -0.03
H 4.67 3.74 -1.28  0.07
Cl 1.66 -3.87 -0.01  -0.23
C 4.41 -1.19 1.49  -0.20
H 5.32 -0.99 0.90  0.03
O 0.42 -1.45 -1.88  -0.28
H 0.68 -4.89 5.51  0.10
H 1.24 4.01 -3.48  0.05
C 4.23 1.93 1.30  -0.19
O 2.32 2.49 -1.01  -0.25
H 2.66 -0.62 -5.47  0.09
Cl -0.70 0.13 2.40  -0.03
C 2.57 3.80 -1.81  -0.42
H -3.10 -2.52 4.15  0.09
C -1.36 2.10 -3.25  -0.09
C -2.52 2.72 -2.77  -0.14
H 1.60 0.79 -5.20  0.10
H 3.56 2.79 1.33  0.04
H -0.39 -0.96 -3.71  0.15
H -4.39 1.85 0.09  0.10
C -2.49 -2.49 3.24  -0.05

***

Entry 8:
The following is a quantum chemistry calculation of a single C2H6N2S2 molecule, from OMol25.

LUMO   0.0097 hartree
HOMO level   -0.309 Ha
Gap between HOMO and LUMO   8.7 eV
Energy relative to the best compared isomer or geometry (same formula, charge and spin)   83.2 kcal/mol
2S+1   1

Each line ends with the Löwdin charge.
Geometry (Å):
C -2.17 -0.06 -0.70  -0.09
H 1.64 -1.29 -0.46  0.08
H 2.01 0.14 2.11  -0.01
N 1.21 -0.63 0.15  -0.35
H -0.81 1.21 0.48  0.09
C -0.89 0.31 -0.06  -0.23
H -2.25 -0.69 -1.50  0.03
N 0.07 -0.42 -0.43  -0.10
H -2.65 -0.72 0.13  0.11
H -2.67 0.93 -0.99  0.10
S 4.22 0.53 0.49  0.01
S 2.29 0.70 0.79  0.36

***

- 2S+1 of number 6 (C10H46O18)?
  1